[1]
This record from OMol25 describes C9H13NOSn as an isolated structure at a distorted geometry. The level of theory is the ωB97M-V functional and the def2-TZVPD basis.

As for the LUMO energy: -0.36 eV. The net charge is 0. As for the energy above the lowest of the compared OMol25 structures with the same formula, charge and spin: 0.00 kJ/mol.

Each line ends with the Löwdin charge.
CARTESIAN COORDINATES (ANGSTROEM)
C -0.110 -0.128 -2.413  -0.15
C 0.863 0.854 -2.116  -0.19
C 0.215 1.930 -1.412  -0.24
C -1.196 1.579 -1.295  -0.21
C -1.368 0.293 -1.904  -0.16
Sn 0.064 0.406 0.506  1.43
C 1.732 -1.085 0.700  -0.16
C 0.728 -2.201 0.480  -0.62
C 1.070 -3.465 0.023  0.00
N -0.528 -1.720 0.703  -0.07
H 0.619 2.925 -1.210  0.11
H 1.903 0.861 -2.445  0.11
H -1.980 2.262 -0.966  0.11
H -2.326 -0.203 -2.041  0.11
H 0.052 -1.012 -3.035  0.11
H 2.455 -0.980 -0.108  0.05
H -1.338 -2.324 0.564  0.07
H 2.230 -1.119 1.682  0.06
H 2.114 -3.646 -0.216  0.03
H 0.315 -4.241 -0.078  0.03
C -1.106 2.262 2.941  -0.19
O -0.756 1.218 2.062  -0.45
H -0.247 2.633 3.518  0.08
H -1.818 1.809 3.643  0.08
H -1.589 3.093 2.415  0.07

[2]
This record from OMol25 describes a 2-piece molecular cluster, CH5NO overall. The level of theory is the ωB97M-V functional and the def2-TZVPD basis.

As for the LUMO energy: 1.11 eV. The net charge is 0. Its structure (SMILES) is C=N.O. As for the energy above the lowest of the compared OMol25 structures with the same formula, charge and spin: 63.76 kJ/mol.

Each line ends with the Löwdin charge.
CARTESIAN COORDINATES (ANGSTROEM)
C -1.511 0.682 0.096  -0.15
N -0.730 -0.277 0.304  0.02
H -1.366 1.324 -0.775  0.06
H -2.345 0.962 0.745  0.06
H -0.918 -0.796 1.159  0.04
O 2.558 -0.394 -0.318  -0.08
H 1.995 -0.193 -1.078  0.02
H 2.317 -1.308 -0.134  0.02

[3]
This record from OMol25 describes C5H7N as an isolated structure. The level of theory is the ωB97M-V functional and the def2-TZVPD basis.

As for the LUMO energy: 0.79 eV. The net charge is 0. As for the energy above the lowest of the compared OMol25 structures with the same formula, charge and spin: 586.09 kJ/mol.

Each line ends with the Löwdin charge.
CARTESIAN COORDINATES (ANGSTROEM)
C 1.131 -0.626 -0.194  -0.18
C 0.682 0.406 0.808  -0.23
C -0.164 1.227 -0.076  -0.11
C -0.124 -0.488 -1.089  -0.06
C -1.231 -0.651 -0.022  -0.21
N -0.802 0.392 0.927  -0.02
H 1.236 -1.651 0.181  0.11
H 2.053 -0.335 -0.706  0.11
H 1.218 0.781 1.675  0.13
H -0.317 2.299 -0.188  0.13
H -0.207 0.731 -1.341  0.11
H -1.241 -1.655 0.419  0.11
H -2.232 -0.406 -0.388  0.11

[4]
This record from OMol25 describes a 2-piece molecular cluster, C9H11O2 overall. The level of theory is the ωB97M-V functional and the def2-TZVPD basis.

As for the LUMO energy: 3.16 eV. The net charge is -1. As for the energy above the lowest of the compared OMol25 structures with the same formula, charge and spin: 0.00 kJ/mol.

Each line ends with the Löwdin charge.
CARTESIAN COORDINATES (ANGSTROEM)
C -3.513 0.228 -1.283  -0.07
C 0.098 -0.219 1.029  -0.07
C -1.034 -0.956 1.347  -0.10
C 0.060 0.654 -0.049  -0.06
C -2.194 -0.820 0.596  -0.08
C -1.104 0.790 -0.798  -0.05
C -2.241 0.050 -0.491  -0.30
H 1.016 -0.307 1.601  0.09
H -1.025 -1.628 2.199  0.09
H 0.934 1.256 -0.276  0.09
H -3.094 -1.381 0.832  0.10
H -1.091 1.465 -1.647  0.10
H -3.367 0.969 -2.071  0.07
H -4.309 0.607 -0.636  0.07
H -3.857 -0.697 -1.744  0.07
C 3.690 -0.579 -0.082  -0.06
C 3.362 0.769 0.593  -0.82
O 3.272 0.773 1.842  -0.11
O 3.165 1.728 -0.194  -0.12
H 4.339 -0.413 -0.942  0.05
H 2.753 -1.011 -0.444  0.05
H 4.142 -1.278 0.619  0.05

[5]
This record from OMol25 describes the molecule C21H17ClN6O5 at a distorted geometry. The level of theory is the ωB97M-V functional and the def2-TZVPD basis.

As for the LUMO energy: -1.38 eV. The net charge is 0. Its structure (SMILES) is COC(=O)C1=NC2=NC(C)=C(C(=O)Nc3ccc(Cl)cc3)[C@H](c3ccc([N+](=O)[O-])cc3)N2N1.

Each line ends with the Löwdin charge.
CARTESIAN COORDINATES (ANGSTROEM)
C 0.151 7.830 -1.547  -0.03
O -0.095 6.425 -1.727  -0.02
C 0.494 5.558 -0.853  -0.38
O 1.185 5.881 0.100  0.12
C 0.204 4.142 -1.139  -0.16
N -0.572 3.570 -2.162  0.23
C -0.346 2.279 -2.070  -0.39
N -0.908 1.348 -2.920  0.12
C -0.467 0.004 -2.755  -0.26
C -0.945 -0.930 -3.800  -0.03
C 0.270 -0.398 -1.648  -0.08
C 0.667 -1.793 -1.476  -0.45
O 1.219 -2.386 -2.356  0.10
N 0.435 -2.398 -0.247  0.15
C 0.866 -3.634 0.247  -0.20
C 0.418 -3.891 1.559  -0.03
C 0.789 -5.040 2.239  -0.11
C 1.567 -6.005 1.590  -0.69
Cl 1.903 -7.510 2.358  0.66
C 2.033 -5.778 0.278  -0.09
C 1.637 -4.616 -0.413  0.00
C 0.672 0.592 -0.552  -0.11
C -0.210 0.386 0.684  -0.20
C 0.399 0.201 1.925  -0.01
C -0.374 -0.175 3.035  0.02
C -1.764 -0.361 2.937  -0.18
N -2.460 -0.732 4.096  -0.33
O -3.621 -1.119 3.929  0.08
O -1.916 -0.657 5.213  0.07
C -2.357 -0.111 1.706  0.04
C -1.578 0.283 0.620  -0.01
N 0.484 1.986 -1.046  0.07
N 0.715 3.201 -0.419  0.17
H -0.144 8.409 -2.434  0.10
H 1.201 8.007 -1.386  0.08
H -0.390 8.185 -0.631  0.11
H -0.383 -0.773 -4.720  0.09
H -0.829 -1.980 -3.550  0.07
H -2.020 -0.767 -3.970  0.09
H -0.162 -1.871 0.346  0.09
H -0.200 -3.159 2.086  0.11
H 0.484 -5.175 3.270  0.11
H 2.692 -6.480 -0.233  0.11
H 1.978 -4.483 -1.424  0.10
H 1.708 0.455 -0.309  0.14
H 1.473 0.276 2.039  0.12
H 0.150 -0.324 3.974  0.12
H -3.431 -0.294 1.558  0.14
H -2.055 0.472 -0.330  0.13
H 1.433 3.347 0.330  0.21

> Look up the LUMO energy of the first one.

-0.36 eV

> What is the LUMO energy in the second record?

1.11 eV

> Number 4 is which compound?

C9H11O2